Formula: C34H30N5PPt
Source: the OMol25 dataset
Level of theory: the ωB97M-V functional and the def2-TZVPD basis

HOMO energy (spin up / spin down)   -0.6700 / -0.6713 hartree
F_max   0.81 eV/Å
Molecular weight   734.7 g mol⁻¹
Relative energy (zero: lowest compared OMol25 entry of this formula, charge and spin)   0.761 eV
Net charge   +4
2S+1   5
E   -2046.55377 a.u.

Geometry (Å):
Pt1 0.40 0.52 0.16
C1 2.10 3.19 -0.08
N1 1.35 2.56 1.03
C2 0.27 3.37 1.62
C3 -1.08 3.09 1.05
N2 -1.43 1.88 0.54
C4 -2.75 1.95 0.30
C5 -3.66 0.94 -0.19
C6 -4.97 1.27 -0.30
C7 -5.43 2.56 0.08
C8 -4.54 3.59 0.55
C9 -3.24 3.24 0.66
N3 -2.11 3.92 1.12
C10 1.60 2.79 -1.43
N4 0.99 1.60 -1.66
C11 0.84 1.49 -2.99
C12 0.33 0.39 -3.77
C13 0.37 0.51 -5.13
C14 0.89 1.68 -5.73
C15 1.40 2.79 -4.96
C16 1.36 2.65 -3.61
N5 1.82 3.45 -2.56
H1 2.14 4.28 0.01
H2 3.13 2.83 -0.04
H3 2.02 2.35 1.76
H4 0.20 3.10 2.68
H5 0.48 4.44 1.58
H6 -3.31 -0.06 -0.44
H7 -5.69 0.54 -0.65
H8 -6.49 2.78 0.01
H9 -4.91 4.57 0.81
H10 -2.09 4.87 1.49
H11 -0.06 -0.50 -3.29
H12 0.01 -0.29 -5.76
H13 0.92 1.75 -6.81
H14 1.82 3.66 -5.45
H15 2.27 4.35 -2.65
C17 4.21 -4.41 2.84
C18 3.03 -4.90 2.29
C19 2.13 -4.04 1.69
C20 2.44 -2.69 1.63
C21 3.63 -2.19 2.16
C22 4.52 -3.07 2.75
P1 1.21 -1.61 0.90
C23 0.49 -2.39 -0.56
C24 1.23 -3.23 -1.38
C25 0.68 -3.72 -2.55
C26 -0.61 -3.35 -2.93
C27 -1.36 -2.49 -2.14
C28 -0.81 -2.01 -0.95
C29 -0.11 -1.39 2.12
C30 -1.19 -2.27 2.25
C31 -2.08 -2.11 3.30
C32 -1.91 -1.07 4.22
C33 -0.85 -0.19 4.09
C34 0.06 -0.34 3.05
H16 4.88 -5.09 3.35
H17 2.81 -5.96 2.34
H18 1.19 -4.43 1.30
H19 3.88 -1.14 2.09
H20 5.47 -2.70 3.13
H21 2.25 -3.50 -1.11
H22 1.24 -4.42 -3.16
H23 -1.04 -3.74 -3.85
H24 -2.37 -2.24 -2.42
H25 -1.43 -1.43 -0.27
H26 -1.32 -3.09 1.56
H27 -2.90 -2.81 3.42
H28 -2.59 -0.98 5.05
H29 -0.71 0.59 4.83
H30 0.94 0.28 3.00

Formula: C43H60BN10Pb
Source: the OMol25 dataset
Level of theory: the ωB97M-V functional and the def2-TZVPD basis

HOMO energy   -0.3965 hartree
F_max   0.29 eV/Å
Molecular weight   935.0 g mol⁻¹
Net charge   +1
2S+1   1
E   -2439.78125 a.u.

Geometry (Å):
Pb1 -0.39 -0.25 -0.14
C1 -2.99 -2.63 -0.06
C2 -3.66 -1.86 1.10
C3 -2.85 -1.54 2.34
C4 -3.36 -1.85 3.60
C5 -2.69 -1.41 4.73
C6 -1.54 -0.65 4.58
C7 -1.08 -0.41 3.30
N1 -1.72 -0.84 2.20
N2 -2.55 -1.81 -1.22
C8 -3.63 -1.01 -1.83
C9 -3.18 0.33 -2.39
C10 -3.95 0.96 -3.36
C11 -3.58 2.22 -3.79
C12 -2.46 2.82 -3.25
C13 -1.74 2.13 -2.30
N3 -2.09 0.91 -1.87
C14 -2.00 -2.69 -2.27
C15 -0.60 -3.24 -2.06
C16 -0.27 -4.48 -2.60
C17 1.05 -4.90 -2.55
C18 2.01 -4.07 -1.98
C19 1.59 -2.87 -1.44
N4 0.32 -2.46 -1.48
H1 -3.70 -3.39 -0.41
H2 -2.11 -3.16 0.31
H3 -4.53 -2.43 1.42
H4 -4.05 -0.90 0.75
H5 -4.27 -2.43 3.69
H6 -3.08 -1.63 5.72
H7 -1.00 -0.27 5.43
H8 -0.18 0.16 3.13
H9 -4.40 -0.81 -1.09
H10 -4.13 -1.58 -2.62
H11 -4.82 0.46 -3.76
H12 -4.17 2.73 -4.55
H13 -2.14 3.81 -3.56
H14 -0.84 2.55 -1.84
H15 -1.96 -2.11 -3.19
H16 -2.68 -3.53 -2.45
H17 -1.03 -5.10 -3.05
H18 1.34 -5.86 -2.97
H19 3.05 -4.36 -1.93
H20 2.29 -2.19 -0.96
C20 4.61 1.07 2.52
C21 3.53 0.07 2.26
C22 3.47 -1.20 2.77
C23 2.30 -1.78 2.25
N5 1.69 -0.89 1.45
N6 2.45 0.25 1.46
B1 2.20 1.60 0.70
N7 0.97 2.43 1.20
N8 -0.36 2.11 1.09
C24 -1.05 3.14 1.62
C25 -0.15 4.12 2.07
C26 1.11 3.64 1.79
C27 2.40 4.34 2.09
C28 -2.57 3.26 1.77
C29 -2.92 4.70 2.18
C30 -3.10 2.33 2.87
C31 -3.31 2.94 0.47
N9 2.30 1.49 -0.86
N10 1.49 0.76 -1.69
C32 1.96 0.94 -2.94
C33 3.07 1.79 -2.90
C34 3.27 2.11 -1.57
C35 4.33 3.01 -1.03
C36 1.43 0.34 -4.24
C37 1.73 1.30 -5.40
C38 2.14 -0.99 -4.55
C39 -0.08 0.09 -4.20
C40 1.85 -3.21 2.58
C41 2.91 -3.89 3.46
C42 0.53 -3.23 3.36
C43 1.67 -4.06 1.33
H21 5.34 0.62 3.19
H22 5.12 1.38 1.61
H23 4.22 1.97 3.00
H24 4.19 -1.64 3.44
H25 3.13 2.27 1.00
H26 -0.37 5.06 2.54
H27 2.18 5.27 2.61
H28 3.06 3.74 2.72
H29 2.94 4.59 1.17
H30 -2.52 4.95 3.16
H31 -2.56 5.43 1.45
H32 -4.01 4.79 2.24
H33 -2.53 2.45 3.80
H34 -4.15 2.57 3.08
H35 -3.04 1.29 2.56
H36 -2.96 3.58 -0.35
H37 -3.16 1.90 0.19
H38 -4.38 3.12 0.60
H39 3.67 2.14 -3.73
H40 4.97 3.33 -1.84
H41 3.90 3.90 -0.56
H42 4.95 2.51 -0.28
H43 2.80 1.34 -5.62
H44 1.23 0.94 -6.30
H45 1.38 2.31 -5.18
H46 3.22 -0.90 -4.42
H47 1.77 -1.79 -3.91
H48 1.94 -1.28 -5.59
H49 -0.63 1.02 -4.15
H50 -0.39 -0.44 -5.11
H51 -0.34 -0.52 -3.34
H52 3.03 -3.38 4.42
H53 2.58 -4.91 3.67
H54 3.88 -3.94 2.96
H55 0.60 -2.63 4.27
H56 -0.29 -2.85 2.75
H57 0.30 -4.26 3.65
H58 2.58 -4.08 0.73
H59 1.43 -5.09 1.62
H60 0.85 -3.69 0.71

Formula: C4H7NO2
Source: the OMol25 dataset
Level of theory: the ωB97M-V functional and the def2-TZVPD basis

HOMO energy   -0.3090 hartree
F_max   3.00 eV/Å
Molecular weight   101.1 g mol⁻¹
Relative energy (zero: lowest compared OMol25 entry of this formula, charge and spin)   3.336 eV
2S+1   1
E   -361.75827 a.u.

Geometry (Å):
O1 -0.77 -1.38 1.14
C1 -0.71 -0.68 -0.07
C2 -1.14 0.79 -0.07
N1 0.16 1.24 -0.39
C3 0.65 -0.08 -0.47
C4 1.88 -0.29 0.31
O2 2.48 0.64 0.80
H1 -1.70 -1.61 1.29
H2 -1.16 -1.26 -0.90
H3 -1.56 1.26 0.82
H4 -1.68 0.96 -1.05
H5 0.63 2.07 -0.12
H6 0.70 -0.31 -1.64
H7 2.20 -1.34 0.35